C16H22N6O12 | wB97M-V/def2-TZVPD

```
56
Properties=species:S:1:pos:R:3:lowdin_charge:R:1
O -1.529 0.243 -1.802 0.075
N -0.512 -0.161 -1.272 -0.322
O -0.398 -1.256 -0.752 0.041
C 0.631 0.740 -1.210 -0.145
C 1.758 0.325 -0.520 0.001
C 2.798 1.220 -0.380 -0.066
C 2.726 2.504 -0.913 -0.067
C 1.616 2.868 -1.660 -0.061
C 0.559 1.986 -1.806 -0.007
H 1.812 -0.639 -0.039 0.111
H 3.686 0.918 0.157 0.085
H 3.539 3.169 -0.650 0.113
H 1.505 3.862 -2.074 0.107
H -0.354 2.263 -2.316 0.114
O 0.275 -0.713 2.026 0.064
N -0.132 -1.807 2.356 -0.338
O 0.572 -2.748 2.673 0.081
C -1.585 -2.011 2.338 -0.152
C -2.391 -1.071 1.724 -0.010
C -3.753 -1.306 1.665 -0.062
C -4.300 -2.469 2.195 -0.069
C -3.463 -3.396 2.799 -0.070
C -2.094 -3.178 2.869 -0.004
H -1.948 -0.177 1.315 0.115
H -4.362 -0.596 1.118 0.112
H -5.372 -2.615 2.166 0.106
H -3.870 -4.295 3.244 0.107
H -1.486 -3.957 3.303 0.120
C 4.226 0.540 3.435 0.056
N 4.933 1.517 2.558 -0.445
O 5.518 1.089 1.579 0.042
O 4.862 2.683 2.870 0.058
H 3.172 0.563 3.169 0.092
H 4.378 0.880 4.453 0.097
H 4.663 -0.434 3.253 0.096
C -1.164 -0.546 -6.393 0.038
N -1.410 0.522 -5.389 -0.445
O -0.452 0.918 -4.760 0.054
O -2.541 0.935 -5.266 0.068
H -2.113 -0.905 -6.767 0.094
H -0.523 -1.291 -5.937 0.086
H -0.617 -0.098 -7.224 0.100
C -2.387 -3.399 -1.777 0.049
N -1.446 -3.438 -2.954 -0.440
O -1.388 -2.462 -3.675 0.048
O -0.794 -4.448 -3.103 0.065
H -2.919 -4.343 -1.838 0.096
H -3.015 -2.529 -1.894 0.091
H -1.730 -3.377 -0.915 0.083
C 0.765 4.898 2.877 0.052
N 1.238 3.487 2.829 -0.436
O 2.064 3.196 1.994 0.061
O 0.757 2.721 3.640 0.063
H 1.377 5.461 2.181 0.095
H 0.906 5.243 3.896 0.099
H -0.283 4.917 2.604 0.100
```

Results
E_HOMO (eV): -9.57
SMILES: O=[N+]([O-])c1ccccc1.O=[N+]([O-])c1ccccc1.C[N+](=O)[O-].C[N+](=O)[O-].C[N+](=O)[O-].C[N+](=O)[O-]
Gap between HOMO and LUMO (eV): 9.1011